This record from the Open Molecules 2025 dataset describes 6 unconnected molecules or ions with the total composition C41H96B2N7O6S in a non-equilibrium geometry. The level of theory is ωB97M-V with the def2-TZVPD basis set.

XYZ file:
```
153
Properties=species:S:1:pos:R:3:forces:R:3:lowdin_charge:R:1
C -3.256 -7.415 0.292 -0.37 0.74 0.02 -0.0814
C -2.844 -6.041 0.844 0.22 -0.02 -0.10 -0.2013
C -1.354 -5.924 1.160 -0.12 -0.20 -0.45 -0.1777
O -0.780 -4.862 0.368 -0.08 0.08 0.23 -0.0829
C 0.303 -4.216 0.927 -0.44 0.07 0.05 -0.1193
N 1.317 -4.028 -0.131 0.03 0.63 0.15 0.0503
N 1.484 -2.756 -0.517 -0.33 -0.62 0.17 0.2516
C 2.311 -2.543 -1.503 0.12 0.09 0.12 -0.3648
O 2.509 -1.304 -1.896 0.05 0.15 -0.40 -0.0238
C 1.340 -0.474 -2.050 -0.52 0.58 -0.08 -0.1868
C 0.301 -1.062 -3.003 -0.07 0.18 -0.07 -0.0419
C 3.012 -3.592 -2.159 -0.04 -0.51 0.19 -0.3982
S 4.108 -3.230 -3.501 0.26 0.13 -0.12 0.9468
C 2.849 -4.885 -1.714 0.43 0.83 -0.45 0.0157
B 3.632 -6.074 -2.456 -0.06 -0.23 -0.31 -0.5079
C 2.839 -6.957 -3.474 0.24 -0.16 0.45 0.0298
O 4.949 -6.258 -2.163 -0.46 0.15 0.79 0.1583
C 1.953 -5.058 -0.650 0.13 -0.42 -0.45 -0.1818
O 1.660 -6.263 -0.154 -0.19 0.21 0.37 0.2220
B 2.527 -6.844 0.797 0.28 -0.69 -0.02 -0.7602
O 2.024 -7.746 1.675 0.16 0.59 0.32 0.2423
O 3.860 -6.558 0.708 -0.43 0.64 -0.05 0.2242
H -2.611 -8.213 0.643 -0.03 -0.18 0.03 0.0701
H -4.286 -7.605 0.577 -0.04 -0.29 0.05 0.0752
H -3.258 -7.364 -0.794 0.22 -0.31 -0.12 0.0638
H -3.426 -5.770 1.720 -0.05 -0.05 0.11 0.1079
H -3.055 -5.290 0.087 -0.09 0.15 0.02 0.1116
H -1.184 -5.737 2.219 0.06 0.09 0.10 0.1260
H -0.857 -6.849 0.861 0.18 -0.08 0.12 0.1126
H 0.036 -3.215 1.256 0.15 0.17 -0.05 0.1500
H 0.746 -4.752 1.766 0.13 -0.15 -0.01 0.1429
H 0.890 -0.245 -1.087 0.16 -0.17 0.21 0.1146
H 1.705 0.462 -2.453 0.34 -0.01 0.04 0.1103
H 0.627 -1.996 -3.453 0.03 -0.14 0.05 0.0769
H 0.118 -0.376 -3.826 0.04 0.06 -0.08 0.0790
H -0.654 -1.210 -2.508 -0.04 -0.22 0.07 0.0803
H 3.283 -3.652 -4.469 -0.11 -0.09 0.01 -0.0803
H 2.308 -6.362 -4.215 -0.09 0.04 -0.07 0.0761
H 3.512 -7.651 -3.972 -0.02 -0.05 -0.19 0.0773
H 2.091 -7.547 -2.939 -0.18 0.00 -0.03 0.0817
H 5.122 -7.150 -1.841 0.42 -0.09 -0.47 0.1288
H 1.266 -7.436 2.181 -0.34 -0.40 -0.23 0.1148
H 4.174 -6.068 1.478 0.50 -0.40 0.08 0.1183
C -8.490 -6.863 -2.108 -0.02 0.02 -0.01 -0.0892
C -7.351 -6.738 -3.108 -0.11 -0.01 -0.01 -0.2757
N -6.270 -7.676 -2.857 0.10 0.01 0.06 -0.2040
C -5.061 -7.375 -3.597 0.20 0.12 -0.03 -0.2684
C -5.098 -7.454 -5.128 0.08 -0.04 0.01 -0.0829
C -6.655 -9.077 -2.803 -0.12 -0.17 0.07 -0.2488
C -7.360 -9.678 -4.025 0.06 -0.06 0.02 -0.0780
H -8.117 -6.792 -1.085 0.02 -0.03 0.01 0.0777
H -9.208 -6.058 -2.266 -0.01 0.00 -0.01 0.0740
H -9.030 -7.804 -2.214 0.00 -0.01 0.01 0.0659
H -6.933 -5.731 -3.032 0.06 -0.01 -0.04 0.1158
H -7.761 -6.828 -4.126 -0.01 0.03 0.01 0.1036
H -4.264 -8.029 -3.228 -0.05 -0.07 0.00 0.1022
H -4.755 -6.360 -3.318 -0.08 0.02 0.01 0.1045
H -5.129 -8.482 -5.484 -0.07 0.00 0.00 0.0571
H -4.195 -6.999 -5.540 0.00 0.01 0.01 0.0689
H -5.952 -6.918 -5.543 -0.02 0.00 0.01 0.0686
H -7.305 -9.213 -1.936 -0.02 0.06 -0.01 0.1008
H -5.759 -9.662 -2.578 0.06 0.05 -0.05 0.1125
H -8.162 -9.035 -4.391 -0.01 0.01 0.01 0.0678
H -7.809 -10.634 -3.752 0.00 0.00 0.01 0.0738
H -6.674 -9.869 -4.849 -0.02 0.06 -0.03 0.0553
C 6.743 -4.050 1.327 -0.03 -0.04 -0.07 -0.0902
C 7.096 -3.197 2.534 0.05 -0.07 -0.02 -0.2710
N 6.266 -3.498 3.687 -0.13 0.03 -0.01 -0.2045
C 6.364 -2.506 4.747 -0.02 0.17 0.09 -0.2500
C 7.714 -2.329 5.450 -0.04 0.00 0.05 -0.0806
C 6.270 -4.887 4.115 0.00 -0.16 0.00 -0.2521
C 7.615 -5.533 4.470 -0.05 -0.06 0.04 -0.0738
H 5.673 -3.974 1.113 0.00 -0.01 -0.01 0.0646
H 7.289 -3.712 0.446 0.01 0.01 0.00 0.0775
H 6.994 -5.101 1.478 0.00 -0.01 -0.02 0.0677
H 6.934 -2.147 2.277 0.00 0.03 0.08 0.1195
H 8.172 -3.301 2.741 0.00 0.00 -0.02 0.1067
H 5.598 -2.731 5.494 0.00 -0.07 -0.01 0.1109
H 6.075 -1.543 4.314 0.03 -0.02 -0.07 0.1093
H 7.938 -3.156 6.122 0.03 -0.03 -0.04 0.0574
H 7.691 -1.422 6.056 -0.01 0.01 0.00 0.0737
H 8.535 -2.227 4.741 0.00 -0.01 -0.02 0.0687
H 5.811 -5.488 3.321 0.03 0.03 -0.03 0.0825
H 5.590 -4.977 4.965 0.02 0.08 0.03 0.1146
H 8.379 -5.323 3.721 0.00 0.01 -0.01 0.0693
H 7.498 -6.617 4.521 -0.01 0.00 0.00 0.0747
H 7.986 -5.204 5.438 0.04 0.05 -0.03 0.0586
C 0.170 7.064 -4.429 0.02 0.02 0.03 -0.0828
C -0.102 5.750 -3.715 -0.08 0.14 0.08 -0.2732
N 0.995 4.804 -3.809 0.01 -0.10 -0.06 -0.1987
C 0.628 3.466 -3.399 -0.09 -0.18 -0.01 -0.2546
C 0.215 3.241 -1.936 0.07 -0.14 -0.01 -0.0803
C 2.282 5.290 -3.341 0.16 0.14 0.02 -0.2425
C 2.377 5.800 -1.896 0.07 -0.05 -0.01 -0.0776
H 0.455 6.889 -5.466 0.03 -0.02 0.00 0.0814
H -0.731 7.678 -4.422 -0.01 0.00 0.01 0.0738
H 0.959 7.641 -3.945 0.01 0.00 0.00 0.0667
H -0.979 5.289 -4.177 0.02 -0.11 0.04 0.1191
H -0.376 5.957 -2.667 -0.06 0.06 -0.04 0.0919
H 1.458 2.795 -3.645 0.06 0.06 0.02 0.1028
H -0.204 3.148 -4.038 -0.03 0.07 0.00 0.1104
H 1.068 3.279 -1.259 -0.01 0.07 0.02 0.0591
H -0.237 2.250 -1.832 -0.03 0.02 0.00 0.0577
H -0.525 3.969 -1.600 0.00 0.02 -0.01 0.0535
H 2.598 6.095 -4.007 -0.06 0.02 -0.01 0.1031
H 3.017 4.495 -3.494 -0.06 -0.07 0.01 0.1130
H 1.556 6.473 -1.646 -0.01 0.01 -0.01 0.0655
H 3.305 6.359 -1.768 0.00 0.00 -0.01 0.0736
H 2.388 4.989 -1.169 -0.07 0.01 0.01 0.0530
C -3.746 6.316 3.791 -0.03 0.02 0.01 -0.0829
C -3.629 6.530 2.290 -0.06 -0.03 0.10 -0.2682
N -2.462 5.887 1.715 0.04 -0.02 -0.10 -0.1987
C -2.162 6.331 0.367 0.09 0.17 -0.11 -0.2581
C -3.171 6.023 -0.746 0.12 -0.04 -0.08 -0.0803
C -2.340 4.463 1.959 0.01 -0.15 0.15 -0.2474
C -3.487 3.550 1.504 0.08 -0.06 -0.03 -0.0806
H -2.825 6.609 4.296 0.03 -0.03 -0.01 0.0677
H -4.560 6.923 4.188 -0.01 0.00 0.00 0.0756
H -3.963 5.277 4.044 0.01 -0.01 0.00 0.0655
H -3.535 7.603 2.100 0.02 0.00 -0.07 0.1100
H -4.569 6.212 1.811 -0.01 0.03 0.01 0.1040
H -1.185 5.921 0.086 0.00 -0.05 0.03 0.0996
H -2.019 7.416 0.407 -0.04 0.01 0.06 0.1085
H -3.158 4.969 -1.026 -0.06 -0.01 0.02 0.0514
H -2.906 6.595 -1.638 -0.01 0.00 0.00 0.0662
H -4.190 6.295 -0.473 0.00 0.01 0.04 0.0690
H -2.199 4.317 3.034 -0.04 0.05 0.01 0.1018
H -1.405 4.125 1.504 0.00 0.06 -0.07 0.1096
H -4.462 3.945 1.794 0.00 0.02 0.01 0.0671
H -3.381 2.569 1.973 0.00 0.00 0.01 0.0688
H -3.490 3.395 0.426 -0.05 0.06 -0.01 0.0517
C 0.013 8.021 3.353 0.06 -0.04 0.01 -0.0865
C 0.759 9.330 3.149 -0.06 -0.05 0.10 -0.2716
N 0.080 10.219 2.224 0.04 0.03 -0.07 -0.2006
C 0.899 11.332 1.781 0.12 0.08 -0.09 -0.2527
C 1.347 12.364 2.824 -0.01 0.05 -0.06 -0.0850
C -1.299 10.531 2.557 -0.20 -0.06 0.03 -0.2471
C -1.588 11.163 3.925 -0.06 0.04 -0.05 -0.0777
H -0.203 7.542 2.398 -0.06 0.00 0.00 0.0657
H 0.616 7.335 3.950 0.01 0.01 0.01 0.0753
H -0.931 8.166 3.881 -0.01 -0.01 -0.01 0.0550
H 1.744 9.109 2.728 0.01 0.07 -0.03 0.1167
H 0.941 9.795 4.132 0.02 -0.01 -0.01 0.1026
H 0.366 11.847 0.977 -0.06 -0.01 0.03 0.1106
H 1.793 10.909 1.313 0.00 -0.06 0.05 0.1081
H 0.529 13.011 3.138 -0.02 -0.03 0.05 0.0553
H 2.117 13.006 2.393 0.01 -0.01 -0.01 0.0701
H 1.773 11.891 3.709 -0.01 -0.02 0.01 0.0659
H -1.880 9.607 2.482 0.05 -0.03 0.02 0.0862
H -1.696 11.176 1.769 0.08 0.05 -0.01 0.1149
H -1.068 10.645 4.731 0.01 -0.02 -0.01 0.0665
H -2.658 11.103 4.135 0.00 -0.01 -0.01 0.0716
H -1.312 12.215 3.961 0.07 -0.01 0.03 0.0552
```
Positions in Å, forces in eV/Å.

The calculation puts the calculated total energy at -2902.2313 Ha. As for the multiplicity: 1. Its total charge is +1. Its energy above the lowest of the compared OMol25 structures with the same formula, charge and spin is 0.0 kcal/mol. The gap between HOMO and LUMO comes out at 4.84 eV. The calculation puts the strongest force on any atom at 1.039 eV/Å.